{"formula": "C10H16O", "method": "ωB97M-V/def2-TZVPD", "species": ["O", "C", "C", "C", "C", "C", "C", "C", "C", "C", "C", "H", "H", "H", "H", "H", "H", "H", "H", "H", "H", "H", "H", "H", "H", "H", "H"], "coordinates": [[2.77, 2.99, 1.49], [2.05, 0.76, 1.46], [-0.85, -0.61, -2.71], [-1.41, -1.99, 1.99], [1.05, -0.21, 1.37], [0.41, 2.49, 1.16], [-1.35, -0.87, 0.96], [-0.59, 1.52, 1.06], [0.07, -0.79, -3.93], [1.76, 2.10, 1.33], [-0.27, 0.16, 1.12], [-1.22, -1.37, -0.05], [-1.65, 1.85, 0.87], [-0.23, -0.31, -1.84], [-0.52, -0.83, -4.88], [3.06, 0.53, 1.71], [-0.48, -2.66, 1.99], [-2.26, -0.33, 0.89], [1.30, -1.24, 1.49], [-1.62, 0.17, -2.85], [-1.44, -1.60, -2.45], [0.80, 0.01, -3.94], [0.66, -1.72, -3.81], [0.18, 3.54, 1.12], [3.59, 2.57, 1.66], [-2.32, -2.61, 1.82], [-1.50, -1.55, 2.98]], "e_above_lowest_kcal_mol": 26.72, "homo_lumo_gap_ev": 9.2, "smiles": "CCc1ccc(O)cc1.CC", "total_charge": 0, "homo_ev": -8.367, "spin_multiplicity": 1}

{"formula": "C6H17N4O2S", "method": "ωB97M-V/def2-TZVPD", "species": ["S", "O", "O", "N", "N", "N", "N", "C", "C", "C", "C", "C", "C", "H", "H", "H", "H", "H", "H", "H", "H", "H", "H", "H", "H", "H", "H", "H", "H", "H"], "coordinates": [[-0.01, 1.81, 0.72], [-1.33, 1.28, 0.82], [0.32, 1.96, -0.72], [-1.14, -0.13, -1.96], [-0.79, -1.35, -1.95], [2.57, 0.83, 1.70], [0.99, -0.77, 1.03], [0.59, -1.71, -2.24], [1.22, 0.50, 1.39], [-0.18, -2.91, 1.08], [0.13, 3.35, 1.59], [-2.49, 0.29, -1.90], [-0.12, -1.38, 0.95], [-0.61, -3.24, 2.01], [2.97, 1.54, 1.03], [1.90, -1.36, 0.86], [-0.86, -3.32, 0.31], [0.53, -1.93, -3.29], [-0.37, 0.58, -1.84], [1.10, 3.83, 1.37], [-2.55, 1.34, -2.11], [-0.70, 4.01, 1.29], [2.64, 1.48, 2.60], [-0.92, -0.79, 1.02], [-2.93, -0.01, -0.98], [1.27, -0.90, -2.19], [-2.93, -0.34, -2.66], [-0.03, 3.10, 2.73], [0.82, -3.32, 0.86], [0.90, -2.42, -1.53]], "e_above_lowest_kcal_mol": 102.85, "homo_lumo_gap_ev": [5.3, 5.3], "total_charge": 1, "homo_ev": [-10.359, -10.361], "spin_multiplicity": 1}

{"formula": "C7H8InN2O4S", "method": "ωB97M-V/def2-TZVPD", "species": ["In", "S", "O", "O", "O", "O", "N", "N", "C", "C", "C", "C", "C", "C", "C", "H", "H", "H", "H", "H", "H", "H", "H"], "coordinates": [[-0.17, 0.03, -0.06], [2.06, -0.31, 0.74], [-0.05, -2.96, -1.11], [-0.94, -1.04, 2.84], [0.04, 2.97, 1.10], [1.34, 0.98, -2.70], [3.62, -0.98, 2.48], [4.47, -0.23, 0.41], [0.81, 0.63, -1.72], [3.47, -0.52, 1.24], [-0.07, -1.87, -0.71], [-0.01, 1.88, 0.69], [-1.86, 0.54, -1.38], [-2.37, 0.09, -0.13], [-0.63, -0.65, 1.78], [4.33, 0.14, -0.56], [-1.78, -0.14, -2.22], [5.42, -0.35, 0.69], [-2.66, 0.80, 0.63], [2.82, -1.20, 3.12], [4.53, -1.13, 2.86], [-1.75, 1.61, -1.57], [-2.68, -0.95, -0.02]], "e_above_lowest_kcal_mol": 124.59, "homo_lumo_gap_ev": 7.7, "total_charge": 3, "homo_ev": -20.942, "spin_multiplicity": 1}

{"formula": "C5H13N2S", "method": "ωB97M-V/def2-TZVPD", "species": ["S", "N", "N", "C", "C", "C", "C", "C", "H", "H", "H", "H", "H", "H", "H", "H", "H", "H", "H", "H", "H"], "coordinates": [[-1.15, 0.15, -2.61], [0.93, -0.37, -1.27], [-1.04, 0.95, -0.06], [1.21, -1.76, 0.82], [-1.07, -0.44, 0.30], [-0.95, 2.01, 0.85], [0.28, -1.25, -0.27], [-1.08, 1.23, -1.31], [0.85, -2.74, 1.25], [-2.05, -0.82, -0.05], [1.82, -0.14, -0.93], [0.17, 2.35, 0.93], [-1.95, 1.05, -3.19], [-1.03, 2.40, -1.57], [1.41, -1.05, 1.58], [2.26, -2.01, 0.40], [-0.11, -1.99, -0.84], [-1.17, 1.75, 2.00], [-1.53, 3.01, 0.66], [0.95, -0.76, -2.22], [-1.01, -0.35, 1.50]], "e_above_lowest_kcal_mol": 58.08, "homo_lumo_gap_ev": 9.4, "total_charge": 1, "homo_ev": -13.498, "spin_multiplicity": 1}

{"formula": "C9H11IO2S", "method": "ωB97M-V/def2-TZVPD", "species": ["I", "S", "O", "O", "C", "C", "C", "C", "C", "C", "C", "C", "C", "H", "H", "H", "H", "H", "H", "H", "H", "H", "H", "H"], "coordinates": [[2.34, -2.64, -1.06], [-0.09, 0.22, -0.60], [-0.96, 1.31, -0.88], [-0.96, -1.19, -1.07], [0.50, 0.42, 2.08], [1.98, -0.33, -2.88], [-1.51, -0.73, 1.60], [-0.68, -0.56, 3.90], [0.38, 0.20, 3.42], [1.04, -2.43, -3.84], [-0.40, -0.03, 1.22], [-1.68, -1.02, 2.98], [1.62, -1.57, -2.75], [1.17, 0.38, 4.16], [-2.57, -1.44, 3.36], [-0.92, -0.79, 4.89], [-2.30, -1.05, 0.97], [-0.10, -2.59, -3.73], [1.14, -2.13, -4.89], [1.62, 0.12, -3.74], [1.17, -3.53, -3.70], [1.41, 0.80, 1.70], [2.73, 0.14, -2.31], [-0.32, -1.99, -1.21]], "e_above_lowest_kcal_mol": 14.48, "homo_lumo_gap_ev": 9.4, "total_charge": 0, "homo_ev": -9.123, "spin_multiplicity": 1}

{"formula": "C3H5FN2O4", "method": "ωB97M-V/def2-TZVPD", "species": ["F", "O", "O", "O", "O", "N", "N", "C", "C", "C", "H", "H", "H", "H", "H"], "coordinates": [[-0.03, 3.16, 0.22], [-0.67, -1.90, 0.99], [-1.86, 1.34, -0.68], [1.16, -0.82, -0.42], [-2.23, -1.19, -0.26], [-1.04, -1.32, 0.05], [0.35, 1.80, 0.02], [-0.60, 1.04, -0.39], [-0.11, -0.48, -0.74], [1.74, -0.48, 0.87], [1.52, -1.21, 1.64], [2.82, -0.73, 0.67], [-0.23, -0.57, -1.90], [1.67, 0.66, 0.91], [-2.49, 0.71, -0.99]], "e_above_lowest_kcal_mol": 0.00, "homo_lumo_gap_ev": 10.4, "smiles": "CO[C@H](/C(O)=N/F)[N+](=O)[O-]", "total_charge": 0, "homo_ev": -10.878, "spin_multiplicity": 1}

{"formula": "C3H2O2Sr", "method": "ωB97M-V/def2-TZVPD", "species": ["Sr", "O", "O", "C", "C", "C", "H", "H"], "coordinates": [[-2.43, -1.59, 1.69], [-1.50, -1.18, -0.41], [0.67, -1.73, -0.25], [-0.24, -0.93, -0.30], [0.89, 1.39, -0.27], [-0.06, 0.52, 0.01], [1.94, 1.06, -0.30], [0.73, 2.47, -0.15]], "e_above_lowest_kcal_mol": 12.23, "homo_lumo_gap_ev": [5.5, 7.2], "total_charge": 1, "homo_ev": [-11.599, -13.296], "spin_multiplicity": 2}

{"formula": "Cl3Li", "method": "ωB97M-V/def2-TZVPD", "species": ["Cl", "Cl", "Cl", "Li"], "coordinates": [[-3.51, -2.64, -1.69], [-2.29, 2.97, 1.84], [5.18, -0.60, 0.62], [0.63, 0.28, -0.76]], "e_above_lowest_kcal_mol": 33.16, "homo_lumo_gap_ev": 4.9, "total_charge": -2, "homo_ev": -2.397, "spin_multiplicity": 1}

| no. | E_tot (eV) |
| --- | --- |
| 1 | -12676.566 |
| 2 | -27376.279 |
| 3 | -34528.540 |
| 4 | -19202.351 |
| 5 | -32539.269 |
| 6 | -17072.999 |
| 7 | -8064.669 |
| 8 | -37774.389 |